{
  "formula": "C34H28N4O2Sr",
  "method": "the ωB97M-V functional and the def2-TZVPD basis",
  "elements": ["N", "H", "H", "C", "C", "H", "H", "C", "C", "H", "C", "C", "C", "C", "H", "C", "H", "H", "N", "H", "C", "O", "C", "C", "H", "C", "C", "C", "C", "C", "C", "H", "H", "C", "O", "H", "C", "H", "C", "H", "H", "C", "C", "H", "C", "H", "H", "H", "H", "C", "C", "H", "C", "C", "N", "H", "C", "C", "H", "Sr", "C", "H", "H", "N", "H", "C", "C", "H", "C"],
  "positions_angstrom": [[-2.1967, 1.9718, -1.9515], [-0.5338, 3.4270, 2.0213], [-1.6679, -3.4673, 5.1876], [7.6876, -1.5259, -2.2783], [-1.9327, -3.5345, 4.1419], [-1.3571, 0.4795, -5.3848], [2.3475, -2.8209, 6.3179], [-1.7046, 4.9087, 1.0044], [1.6324, -0.1014, 4.4158], [7.1815, -3.4939, -2.9676], [-3.0459, -4.2316, 3.7225], [2.4765, -1.8462, 5.8677], [6.8775, -2.6490, -2.3655], [-1.5293, 0.7324, -4.3415], [0.8508, 0.2969, 3.7797], [-3.2291, 1.8542, -2.8896], [-2.9698, 0.8732, -6.9612], [4.3499, -1.4422, 6.8181], [3.0736, -1.6592, 0.3881], [7.9406, 0.4345, -1.4408], [-2.6148, 4.2039, -1.1119], [-0.0544, 1.1806, 1.5805], [-5.5178, 2.1107, -3.5758], [2.7459, 0.6713, 4.7149], [-4.2217, -4.8233, 2.0284], [1.5166, -1.3684, 4.9852], [6.1070, -0.4652, -0.8148], [-3.9503, 1.0102, -5.0407], [-2.0498, 2.9239, -0.9681], [-3.3432, -4.2807, 2.3588], [-3.6773, 0.3123, -6.3461], [-0.8110, 1.5017, -4.0527], [-1.2937, -0.1575, -3.7480], [-1.2679, 2.6679, 0.1833], [-0.4418, 0.5037, -0.4765], [-1.5775, 5.6687, 1.7630], [5.6753, -2.6940, -1.6811], [5.0371, -3.5644, -1.7395], [-1.1242, 3.6688, 1.1480], [-3.6889, -4.7304, 4.4365], [8.6249, -1.4979, -2.8176], [-2.5374, -3.6382, 1.4328], [5.2973, -1.5979, -0.9079], [-3.2544, -0.6826, -6.1955], [4.0609, -1.6243, -0.1963], [-2.8903, 6.1449, -0.2965], [-3.1697, 4.4356, -2.0091], [-1.5801, 1.1767, -1.8247], [-4.7617, 2.7425, -1.6758], [-4.5276, 2.2915, -2.6293], [3.7269, 0.1864, 5.5682], [-2.8231, -3.7130, 0.3868], [-1.3917, -2.9012, 1.7863], [-5.2324, 1.4765, -4.7741], [0.0062, -2.1359, 3.5462], [-6.5245, 2.4487, -3.3661], [-2.9353, 1.2044, -4.0990], [-2.4450, 5.1694, -0.1456], [4.5911, 0.7948, 5.8008], [0.4657, -1.1537, 1.0732], [-0.5568, 1.3787, 0.4412], [2.8329, 1.6613, 4.2860], [5.7961, 0.3736, -0.2082], [0.3982, -2.2051, 4.7183], [-4.5969, 0.2007, -6.9183], [3.5899, -1.0684, 6.1440], [7.3054, -0.4378, -1.5063], [-6.0146, 1.3280, -5.5082], [-1.1526, -2.9034, 3.1672]],
  "forces_ev_per_angstrom": [[0.21, -0.15, 0.14], [-0.01, 0.02, -0.01], [0.01, 0.01, 0.03], [0.03, 0.01, -0.02], [-0.16, -0.12, -0.10], [-0.01, 0.01, 0.00], [-0.04, -0.02, -0.01], [-0.04, 0.12, -0.01], [0.20, 0.00, 0.09], [0.01, 0.00, -0.01], [0.07, 0.04, 0.03], [0.04, 0.15, -0.03], [-0.04, -0.05, 0.00], [0.09, -0.04, -0.02], [-0.04, -0.02, 0.04], [-0.09, -0.07, -0.10], [0.00, 0.00, 0.00], [0.01, 0.01, 0.00], [-0.17, 0.08, -0.06], [0.01, 0.00, -0.01], [0.02, -0.14, -0.01], [0.07, 0.07, 0.29], [-0.02, 0.00, -0.01], [-0.08, 0.00, -0.06], [-0.01, 0.00, -0.02], [-0.09, 0.05, -0.08], [0.03, -0.09, -0.06], [0.01, 0.01, 0.06], [0.05, 0.15, 0.08], [0.01, 0.01, -0.03], [0.03, -0.03, -0.06], [0.00, 0.00, 0.00], [-0.01, 0.01, 0.00], [-0.06, 0.03, -0.04], [-0.19, 0.07, -0.42], [0.00, 0.00, 0.01], [0.05, 0.04, 0.00], [-0.02, 0.00, 0.01], [0.03, -0.14, -0.03], [0.02, 0.01, 0.03], [0.01, 0.00, 0.00], [0.00, -0.04, -0.16], [0.21, 0.11, -0.09], [-0.01, 0.00, 0.02], [-0.19, -0.12, 0.18], [0.00, 0.02, 0.01], [-0.02, -0.02, -0.02], [-0.06, -0.01, -0.01], [0.01, 0.03, 0.02], [0.08, -0.02, 0.02], [0.06, 0.06, 0.01], [0.00, 0.01, 0.01], [-0.01, 0.01, 0.10], [-0.02, 0.00, 0.01], [-0.23, -0.18, -0.15], [-0.01, 0.00, -0.01], [-0.03, 0.06, 0.00], [0.00, 0.03, 0.06], [0.00, 0.01, 0.00], [0.00, -0.40, 0.20], [-0.02, 0.22, -0.06], [0.02, 0.01, 0.01], [-0.02, 0.01, 0.01], [-0.02, -0.08, 0.01], [-0.01, 0.01, 0.00], [0.01, -0.08, 0.04], [-0.03, 0.04, 0.04], [-0.01, 0.00, -0.01], [0.38, 0.28, 0.17]],
  "nbo_charge": [-0.6179, 0.2313, 0.2240, -0.1684, -0.2259, 0.2166, 0.2258, -0.2775, -0.2811, 0.2281, -0.2318, -0.2371, -0.2045, -0.6587, 0.2389, 0.1528, 0.2145, 0.2144, -0.4559, 0.2284, -0.2764, -0.8246, -0.1978, -0.1909, 0.2027, 0.1788, -0.1487, -0.0133, 0.2168, -0.2021, -0.6344, 0.2269, 0.2154, -0.1868, -0.8496, 0.2115, -0.1502, 0.2326, -0.1450, 0.2063, 0.2253, -0.2560, -0.2024, 0.2153, 0.4094, 0.2097, 0.2219, 0.4405, 0.2210, -0.2498, -0.2227, 0.1904, -0.4895, -0.2407, -0.2359, 0.2106, 0.0186, -0.1679, 0.2131, 1.7861, 0.7651, 0.2162, 0.2335, -0.1938, 0.2158, -0.2029, -0.2042, 0.2048, -0.0190],
  "energy_ev": -46605.126,
  "gap_ev": 6.53,
  "e_above_lowest_kj_mol": 0.0
}